Record 1
Computed, not measured: a structure of composition C37H34BrI2N2O7Tc, with the ωB97M-V functional and the def2-TZVPD basis.

Values from the calculation:
calculated total energy: -144665.849 eV
ΔE to the lowest compared entry with this formula, charge and spin: 1.296 eV
charge: +1
frontier orbital gap (spin up / spin down): 5.57 / 5.97 eV
<S²>: 3.77
2S+1: 4

Positions of all 84 atoms, in Å:
Tc: -1.1235 0.7064 -1.2743
C: -0.8408 3.4101 -6.1076
C: -0.9348 2.0329 -5.5229
C: -1.0015 0.8839 -6.3059
C: -1.1410 -0.3515 -5.7064
C: -1.2098 -0.4201 -4.3245
Br: -1.5430 -2.0931 -3.5442
N: -1.1221 0.6616 -3.5467
C: -0.9890 1.8582 -4.1544
H: -0.4657 3.3748 -7.1284
H: -0.1779 4.0437 -5.5205
H: -1.8248 3.8810 -6.1217
H: -0.9578 0.9547 -7.3852
H: -1.2177 -1.2586 -6.2864
H: -0.9386 2.7161 -3.5022
C: 1.7449 -2.6831 3.7267
C: 1.9174 -1.3544 3.0252
C: 3.0666 -0.5279 3.5600
O: 0.7105 -0.5942 3.1311
C: 0.0865 -0.4922 1.8767
C: 1.2124 -0.8082 0.8797
O: 2.1044 -1.5928 1.6276
C: 0.7896 -1.6248 -0.3786
O: 0.0162 -0.6859 -1.1439
C: 1.9814 -1.9626 -1.2723
C: 2.0801 -3.1832 -1.9284
C: 3.1358 -3.4368 -2.7942
C: 4.0999 -2.4700 -3.0215
C: 3.9975 -1.2394 -2.3871
C: 2.9454 -0.9876 -1.5242
C: -0.0673 -2.8136 0.0199
C: 0.5453 -3.9118 0.6225
C: -0.2101 -4.9796 1.0797
C: -1.5912 -4.9696 0.9500
C: -2.2111 -3.8788 0.3608
C: -1.4524 -2.8102 -0.0964
C: -0.5644 0.9181 1.7845
O: -1.2186 0.9317 0.4937
C: -1.6907 1.1112 2.7913
C: -2.4661 0.0380 3.2227
C: -3.5415 0.2443 4.0715
C: -3.8645 1.5264 4.4911
C: -3.1098 2.6019 4.0514
C: -2.0310 2.3954 3.2057
C: 0.4867 2.0158 1.8191
C: 0.9183 2.6830 0.6802
C: 1.9251 3.6354 0.7424
C: 2.5177 3.9365 1.9581
C: 2.0913 3.2819 3.1048
C: 1.0858 2.3315 3.0377
H: 1.6173 -2.5226 4.7965
H: 2.6240 -3.3080 3.5706
H: 0.8666 -3.1961 3.3373
H: 2.8808 -0.2518 4.5978
H: 3.1784 0.3795 2.9676
H: 3.9910 -1.1020 3.5111
H: -0.7077 -1.2346 1.7769
H: 1.6919 0.1141 0.5373
H: 1.3318 -3.9473 -1.7745
H: 3.1993 -4.3962 -3.2902
H: 4.9261 -2.6704 -3.6905
H: 4.7427 -0.4745 -2.5613
H: 2.8896 -0.0165 -1.0484
H: 1.6199 -3.9273 0.7372
H: 0.2862 -5.8234 1.5408
H: -2.1789 -5.8053 1.3051
H: -3.2876 -3.8541 0.2557
H: -1.9697 -1.9744 -0.5494
H: -2.2430 -0.9751 2.9161
H: -4.1262 -0.6013 4.4083
H: -4.7026 1.6854 5.1564
H: -3.3605 3.6066 4.3639
H: -1.4608 3.2458 2.8583
H: 0.4604 2.4952 -0.2879
H: 2.2363 4.1479 -0.1581
H: 3.2983 4.6831 2.0136
H: 2.5411 3.5137 4.0611
H: 0.7579 1.8300 3.9371
O: -2.7780 4.3138 -1.9048
N: -2.3851 3.4923 -1.1299
O: -2.2656 2.2249 -1.6728
O: -2.1052 3.6067 0.0298
I: -5.8350 1.9777 -1.9816
I: -5.6861 3.7197 -3.9650

Record 2
Computed, not measured: the ion CH4BO5S with charge -1, with the ωB97M-V functional and the def2-TZVPD basis.

Values from the calculation:
calculated total energy: -22855.957 eV
ΔE to the lowest compared entry with this formula, charge and spin: 0.000 eV
charge: -1
frontier orbital gap: 8.23 eV

Positions of all 12 atoms, in Å:
O: 1.6391 -0.2282 1.5370
S: 1.6622 0.0427 0.1071
O: 2.6601 -0.7227 -0.6332
O: 1.6129 1.4741 -0.2423
C: 0.0857 -0.5632 -0.4803
B: -1.1250 0.1226 0.2585
O: -2.2048 -0.6367 0.7363
O: -1.1780 1.4625 0.4604
H: 0.0579 -1.6349 -0.2910
H: 0.0640 -0.4224 -1.5614
H: -2.8646 -0.7854 0.0562
H: -0.4095 1.8917 0.0527

Record 3
Computed, not measured: the molecule C4H12N2O at a distorted geometry, with the ωB97M-V functional and the def2-TZVPD basis.

Values from the calculation:
calculated total energy: -9369.560 eV
ΔE to the lowest compared entry with this formula, charge and spin: 1.634 eV
frontier orbital gap: 10.24 eV

Positions of all 19 atoms, in Å:
N: -2.6850 0.5054 -0.3314
C: -1.5868 -0.4644 -0.1913
C: -0.2436 0.1921 0.0279
N: -0.0247 0.9528 1.2675
C: 0.9058 -0.8954 -0.0841
C: 2.0894 -0.3267 -0.8225
O: 2.3779 1.0613 -0.5177
H: -2.5713 1.2230 0.3791
H: -3.5250 0.0115 -0.0403
H: -1.4307 -1.0929 -1.0754
H: -1.8036 -1.2884 0.5490
H: 0.0747 0.9406 -0.7224
H: -0.3511 1.9081 1.2263
H: -0.5122 0.4798 2.0239
H: 1.1301 -1.1361 0.9658
H: 0.5285 -1.8065 -0.5703
H: 1.9597 -0.3884 -1.9039
H: 2.9955 -0.8764 -0.5748
H: 2.6725 1.0006 0.3944

Record 4
Computed, not measured: a structure of composition C4H9F4N3P3 at a distorted geometry, with the ωB97M-V functional and the def2-TZVPD basis.

Values from the calculation:
calculated total energy: -47491.127 eV
ΔE to the lowest compared entry with this formula, charge and spin: 0.221 eV
charge: +1
frontier orbital gap: 9.52 eV

Positions of all 23 atoms, in Å:
C: -2.9609 -0.2862 0.1905
C: -1.8354 0.4536 -0.0574
C: 0.0119 0.4885 -2.6801
C: 0.4253 -0.6862 -1.7565
N: 0.0176 -1.4765 1.1237
N: 1.7463 0.1268 2.4492
N: 0.6944 1.1834 0.3486
F: 2.0252 0.2140 3.8301
F: 2.0086 1.2603 -0.0357
F: 2.3988 -1.5050 0.7094
F: 1.5303 2.5362 2.3233
P: 1.4901 -1.5249 2.0525
P: 0.5107 1.2699 2.1269
P: -0.1742 -0.1867 -0.1900
H: -3.9046 0.2198 0.4940
H: -2.9836 -1.2771 0.3309
H: -1.7847 1.5456 0.2269
H: 0.2438 0.3506 -3.7328
H: -1.0563 0.5838 -2.7285
H: 0.5646 1.3364 -2.3341
H: 1.4812 -0.7616 -1.7290
H: 0.2114 -1.6719 -2.0728
H: -0.6605 -2.1929 1.1110

Record 5
Computed, not measured: a structure of composition C4H17Br2CdNO4 at a distorted geometry, with the ωB97M-V functional and the def2-TZVPD basis.

Values from the calculation:
calculated total energy: -158754.510 eV
frontier orbital gap: 7.29 eV

Positions of all 29 atoms, in Å:
Cd: -1.0958 -1.0389 1.3895
Br: 0.2677 -3.0949 0.8106
Br: -1.7557 -1.8082 3.9963
C: 0.0841 2.0066 -0.6328
C: -0.0159 0.6473 -1.2945
C: 1.2631 -0.1641 -1.3045
O: 2.2544 0.6343 -1.9068
C: 3.5655 0.0949 -1.9247
N: -1.1166 -0.1730 -0.6460
H: 0.7451 2.6392 -1.2283
H: 0.4375 2.0096 0.3929
H: -0.8960 2.4807 -0.7501
H: -0.3646 0.8127 -2.3194
H: 1.0969 -1.1085 -1.8401
H: 1.6016 -0.4519 -0.3029
H: 4.0143 0.3873 -2.8689
H: 3.5183 -1.0024 -1.9036
H: 4.1031 0.3886 -1.0197
H: -1.9530 0.3117 -0.9963
H: -1.2290 -0.9676 -1.2946
O: -2.1788 0.8298 1.7731
H: -3.0885 1.1560 1.8025
H: -1.6693 1.4917 2.2582
O: -3.0447 -1.9677 0.9071
H: -3.3536 -2.6419 0.2866
H: -3.7788 -1.8278 1.5251
O: 0.5810 -0.0207 2.1276
H: 0.5035 0.6893 2.7814
H: 1.5041 -0.3118 2.1822

Record 6
Computed, not measured: a structure of composition C44H44N6O6RuSSi, with the ωB97M-V functional and the def2-TZVPD basis.

Values from the calculation:
calculated total energy: -88863.942 eV
ΔE to the lowest compared entry with this formula, charge and spin: 0.000 eV
charge: -1
frontier orbital gap (spin up / spin down): 6.83 / 6.80 eV
<S²>: 0.76
2S+1: 2

Positions of all 103 atoms, in Å:
Ru: -0.2712 -0.7960 -0.5978
C: -4.4707 -1.8846 0.3905
O: -4.3424 -3.2428 -0.0188
C: -3.1771 -3.8500 0.4073
C: -3.2614 -4.9327 1.2451
C: -2.1050 -5.6000 1.6758
C: -0.8814 -5.1369 1.2488
C: -0.7688 -4.0200 0.4102
C: 0.5395 -3.6420 -0.0783
N: 0.8168 -2.5051 -0.5948
N: 2.0992 -2.3737 -1.1355
C: 2.1747 -1.2550 -1.7910
O: 1.2010 -0.4133 -1.9238
C: 3.4598 -0.8998 -2.4512
C: 3.4968 0.1802 -3.3250
C: 4.6898 0.5383 -3.9353
C: 5.8515 -0.1701 -3.6664
C: 5.8184 -1.2432 -2.7833
C: 4.6266 -1.6100 -2.1803
C: -1.9247 -3.3504 -0.0695
O: -1.9092 -2.3715 -0.9003
H: -5.5359 -1.6499 0.3701
H: -3.9107 -1.2201 -0.2703
H: -4.0873 -1.7479 1.4046
H: -4.2462 -5.2558 1.5628
H: -2.1782 -6.4574 2.3313
H: 0.0291 -5.6374 1.5627
H: 1.3452 -4.3735 -0.0572
H: 2.5873 0.7386 -3.5007
H: 4.7131 1.3855 -4.6094
H: 6.7842 0.1169 -4.1373
H: 6.7255 -1.7917 -2.5605
H: 4.5810 -2.4386 -1.4867
O: -1.1966 1.0931 -0.5041
N: -1.7245 1.3698 0.6299
N: -1.8242 0.3787 1.4079
O: -1.4901 -0.8509 1.0648
C: -2.3420 0.5746 2.7253
C: -2.3327 -0.5093 3.5878
C: -2.8168 -0.3417 4.8779
C: -3.3017 0.8888 5.2942
C: -3.3003 1.9629 4.4118
C: -2.8205 1.8158 3.1231
H: -1.9415 -1.4545 3.2403
H: -2.8106 -1.1837 5.5581
H: -3.6749 1.0146 6.3025
H: -3.6636 2.9310 4.7322
H: -2.7905 2.6489 2.4368
C: -2.5619 2.1620 -3.2096
N: -3.4474 1.0379 -3.4721
C: -4.3074 1.2987 -4.6185
C: -2.9221 -0.2420 -3.3568
S: -1.2724 -0.5195 -3.2672
N: -3.8296 -1.2388 -3.3487
C: -3.4090 -2.6167 -3.5838
C: -5.2110 -1.0666 -2.9432
H: -3.1845 3.0513 -3.0909
H: -1.8571 2.3217 -4.0338
H: -2.0005 1.9870 -2.2968
H: -3.7013 1.5059 -5.5107
H: -4.9286 2.1730 -4.4170
H: -4.9577 0.4596 -4.8392
H: -2.7185 -2.6448 -4.4252
H: -4.2998 -3.1997 -3.8204
H: -2.9146 -3.0206 -2.7024
H: -5.3424 -0.0906 -2.4826
H: -5.4563 -1.8400 -2.2141
H: -5.9038 -1.1643 -3.7859
O: 1.0099 -0.1117 0.7463
Si: 1.9611 1.1205 1.1014
C: 2.5220 2.2056 -0.3389
C: 1.6113 2.7038 -1.2767
C: 2.0243 3.5242 -2.3165
C: 3.3653 3.8636 -2.4486
C: 4.2875 3.3674 -1.5404
C: 3.8669 2.5454 -0.5017
C: 1.1296 2.2449 2.3721
C: 0.7809 1.7077 3.6166
C: 0.1629 2.4776 4.5901
C: -0.1257 3.8126 4.3364
C: 0.2039 4.3655 3.1076
C: 0.8284 3.5866 2.1386
C: 3.5026 0.4287 1.9406
C: 4.3086 1.1834 2.7957
C: 5.4532 0.6472 3.3700
C: 5.8114 -0.6673 3.0989
C: 5.0188 -1.4364 2.2588
C: 3.8751 -0.8929 1.6865
H: 0.5651 2.4302 -1.2041
H: 1.2971 3.8895 -3.0327
H: 3.6898 4.4991 -3.2646
H: 5.3393 3.6057 -1.6466
H: 4.6074 2.1553 0.1875
H: 0.9935 0.6634 3.8234
H: -0.1054 2.0343 5.5419
H: -0.6106 4.4174 5.0939
H: -0.0218 5.4055 2.9023
H: 1.0827 4.0318 1.1831
H: 4.0339 2.2090 3.0242
H: 6.0637 1.2512 4.0309
H: 6.7038 -1.0904 3.5451
H: 5.2907 -2.4639 2.0460
H: 3.2599 -1.4965 1.0282